DFT (ωB97M-V with the def2-TZVPD basis set) results for a structure of composition C49H42CoNOP2 in a non-equilibrium geometry.

Its spin multiplicity is 5. The expectation value of S² is 6.11. The frontier orbital gap (alpha / beta) comes out at 6.062 / 5.303 eV. The energy relative to the best compared isomer or geometry (same formula, charge and spin) is 79.6 kcal/mol. The total charge is +2. As for the LUMO energy (alpha / beta): -7.23 / -8.42 eV.

Last column: Mulliken spin population.
Element x y z (Å)
Co 0.000 0.000 0.000  2.647
P -0.168 -2.312 -0.220  0.004
C -0.158 0.020 1.918  -0.028
O -0.145 0.037 3.072  0.002
P 0.192 2.309 -0.240  -0.072
C -0.082 -3.218 1.364  -0.020
C 1.135 -3.113 -1.215  0.018
C -1.733 -2.883 -0.969  -0.024
C -1.389 3.192 -0.483  -0.013
C 0.941 3.141 1.203  0.042
C 1.238 2.867 -1.628  0.047
C -1.133 -4.004 1.850  0.003
C -1.000 -4.672 3.069  0.000
C 0.182 -4.563 3.801  0.000
C 1.234 -3.782 3.315  -0.002
C 1.105 -3.107 2.104  -0.010
H -2.054 -4.092 1.282  0.001
H -1.821 -5.276 3.444  0.000
H 0.283 -5.082 4.750  0.000
H 2.155 -3.693 3.884  0.000
H 1.918 -2.492 1.721  0.012
C -2.939 -2.384 -0.455  0.034
C -4.156 -2.808 -0.980  0.015
C -4.183 -3.721 -2.037  0.000
C -2.988 -4.211 -2.560  0.003
C -1.766 -3.799 -2.026  0.006
H -2.916 -1.658 0.353  -0.014
H -5.084 -2.418 -0.572  0.001
H -5.134 -4.044 -2.453  0.000
H -3.002 -4.916 -3.386  0.000
H -0.838 -4.186 -2.435  0.001
C 1.556 -4.414 -0.905  -0.003
C 2.521 -5.044 -1.689  0.006
C 3.075 -4.379 -2.784  -0.004
C 2.665 -3.081 -3.089  0.006
C 1.703 -2.446 -2.306  0.014
H 1.135 -4.928 -0.046  0.001
H 2.844 -6.050 -1.439  0.000
H 3.832 -4.868 -3.390  -0.001
H 3.107 -2.553 -3.929  0.000
H 1.401 -1.426 -2.516  -0.009
C 2.319 3.404 1.152  0.006
C 2.944 4.038 2.222  0.008
C 2.208 4.405 3.351  0.000
C 0.840 4.140 3.406  0.003
C 0.204 3.513 2.333  0.000
H 2.887 3.108 0.271  -0.011
H 4.011 4.240 2.177  0.003
H 2.701 4.892 4.188  0.000
H 0.264 4.421 4.283  0.000
H -0.862 3.311 2.377  -0.002
C -2.576 2.572 -0.067  0.006
C -3.796 3.228 -0.199  0.017
C -3.847 4.505 -0.763  0.001
C -2.672 5.124 -1.187  0.001
C -1.445 4.474 -1.043  -0.005
H -2.536 1.570 0.351  -0.017
H -4.710 2.740 0.128  0.001
H -4.801 5.013 -0.875  0.000
H -2.706 6.114 -1.632  0.000
H -0.532 4.960 -1.372  -0.001
C 1.612 4.212 -1.740  -0.004
C 2.372 4.640 -2.828  0.002
C 2.765 3.729 -3.808  -0.001
C 2.399 2.387 -3.697  0.004
C 1.644 1.955 -2.609  -0.042
H 1.315 4.922 -0.974  0.000
H 2.662 5.684 -2.904  0.000
H 3.364 4.062 -4.652  0.000
H 2.716 1.671 -4.449  0.000
H 1.378 0.909 -2.500  0.031
H -1.581 0.114 -0.160  0.356
H -0.075 -0.005 -1.647  -0.056
C 4.767 1.897 3.462  0.112
C 3.500 1.508 3.845  -0.018
C 2.616 0.936 2.919  0.054
C 2.935 0.722 1.542  0.045
C 4.277 1.164 1.213  0.140
C 5.159 1.725 2.148  -0.049
N 2.143 -0.041 0.503  0.548
C 3.186 -0.981 0.055  0.032
C 3.719 -0.964 -1.234  0.064
C 4.848 -1.748 -1.566  -0.022
C 5.492 -2.531 -0.600  0.089
C 5.055 -2.497 0.708  -0.042
C 3.960 -1.720 1.031  0.094
H 5.445 2.329 4.193  -0.001
H 3.195 1.640 4.878  0.001
H 1.769 0.668 3.415  -0.014
H 4.667 1.055 0.212  0.005
H 6.154 2.025 1.847  0.002
H 3.291 -0.333 -1.995  -0.007
H 5.234 -1.746 -2.569  0.001
H 6.356 -3.131 -0.852  -0.001
H 5.576 -3.045 1.487  0.002
H 3.725 -1.673 2.094  0.003

***

DFT (ωB97M-V with the def2-TZVPD basis set) results for a structure of composition C49H44AsF3N6O5PS2V in a non-equilibrium geometry.

Its spin multiplicity is 2. The expectation value of S² is 0.78. The frontier orbital gap (alpha / beta) comes out at 5.854 / 6.296 eV. The energy relative to the best compared isomer or geometry (same formula, charge and spin) is 81.3 kcal/mol. The total charge is +1. As for the LUMO energy (alpha / beta): -3.54 / -3.11 eV.

Last column: Mulliken spin population.
Element x y z (Å)
V -0.099 0.428 0.102  1.139
N 0.193 -4.688 0.048  -0.001
C -0.293 -3.557 -0.517  0.001
S -1.604 -3.627 -1.563  -0.001
N 0.349 -2.441 -0.130  0.025
N 0.266 -1.316 -0.813  -0.038
C 0.251 -1.290 -2.108  -0.049
C 0.349 -0.064 -2.865  0.056
C 0.634 -0.091 -4.229  0.004
C 0.746 1.104 -4.915  -0.001
C 0.585 2.298 -4.226  0.003
C 0.299 2.240 -2.871  0.008
N 0.177 1.095 -2.213  -0.010
H -0.388 -5.507 0.029  0.000
H 0.916 -4.616 0.744  0.000
H 0.246 -2.230 -2.647  -0.003
H 0.759 -1.043 -4.728  0.000
H 0.963 1.107 -5.975  0.000
H 0.677 3.253 -4.724  0.000
H 0.147 3.145 -2.295  -0.001
C -1.799 -4.957 4.085  0.000
C -3.016 -4.294 4.035  0.001
C -3.110 -3.053 3.425  -0.002
C -1.981 -2.473 2.852  0.004
C -0.757 -3.137 2.917  0.007
C -0.669 -4.377 3.523  0.000
P -1.987 -0.780 2.201  0.007
C -3.645 -0.176 2.504  0.001
C -4.658 -0.733 1.724  0.000
C -5.964 -0.328 1.920  0.000
C -6.258 0.625 2.890  0.000
C -5.246 1.174 3.662  0.001
C -3.932 0.774 3.474  0.001
C -0.561 -0.036 3.010  0.028
C -0.140 -0.264 4.402  -0.022
C 1.068 0.082 4.855  0.035
C 2.003 0.934 4.044  -0.002
C 1.604 0.953 2.553  -0.045
C 0.294 0.434 2.083  -0.050
H -1.727 -5.921 4.570  0.000
H -3.893 -4.742 4.484  0.000
H -4.058 -2.532 3.402  0.000
H 0.116 -2.659 2.498  0.007
H 0.283 -4.891 3.571  0.000
H -4.412 -1.454 0.952  0.000
H -6.754 -0.741 1.307  0.000
H -7.281 0.944 3.035  0.000
H -5.481 1.923 4.407  0.000
H -3.133 1.205 4.065  -0.001
H -0.820 -0.819 5.039  0.001
H 1.362 -0.166 5.867  -0.001
H 2.068 1.921 4.506  0.003
H 1.785 1.945 2.124  -0.001
O 1.562 0.840 -0.124  -0.014
As 3.171 0.569 0.359  0.000
C 2.783 -0.014 2.263  0.002
C 3.426 0.398 3.615  -0.002
C 4.064 -0.689 4.413  0.003
C 3.800 -1.969 4.161  0.000
C 2.938 -2.348 3.049  -0.002
C 2.469 -1.463 2.167  -0.011
C 3.941 2.336 0.171  -0.001
C 5.011 2.771 0.946  0.001
C 5.462 4.074 0.803  0.000
C 4.851 4.928 -0.104  0.000
C 3.788 4.485 -0.880  0.000
C 3.326 3.187 -0.742  -0.003
C 3.920 -0.562 -1.033  0.003
C 3.493 -1.875 -1.210  -0.003
C 4.007 -2.613 -2.265  0.001
C 4.939 -2.052 -3.127  0.000
C 5.366 -0.745 -2.938  0.000
C 4.860 0.005 -1.889  0.000
H 4.107 1.244 3.516  -0.001
H 4.722 -0.395 5.221  0.000
H 4.236 -2.757 4.761  0.000
H 2.694 -3.399 2.943  0.000
H 1.835 -1.779 1.343  0.034
H 5.492 2.092 1.640  0.000
H 6.290 4.425 1.405  0.000
H 5.205 5.945 -0.208  0.000
H 3.317 5.155 -1.587  0.000
H 2.489 2.825 -1.325  0.003
H 2.760 -2.319 -0.547  0.002
H 3.680 -3.636 -2.405  0.000
H 5.339 -2.639 -3.944  0.000
H 6.095 -0.308 -3.607  0.000
H 5.188 1.025 -1.731  0.000
N -2.466 0.118 -2.219  -0.006
C -2.610 1.181 -2.939  0.011
N -2.822 1.297 -4.253  -0.002
C -3.194 0.124 -5.033  0.000
C -4.661 0.224 -5.438  0.000
O -4.931 1.457 -6.080  0.000
C -4.644 2.561 -5.243  0.000
C -3.167 2.575 -4.866  0.001
H -3.018 -0.764 -4.427  0.000
H -2.566 0.094 -5.928  0.000
H -5.293 0.113 -4.547  0.000
H -4.911 -0.557 -6.153  0.000
H -5.250 2.508 -4.328  0.000
H -4.912 3.457 -5.800  0.000
H -2.951 3.379 -4.167  0.000
H -2.563 2.700 -5.769  0.000
F -1.704 2.320 1.541  0.003
C -1.570 2.872 0.291  -0.049
F -1.998 4.120 0.395  -0.004
F -0.167 2.963 0.165  0.001
S -2.220 1.172 -0.833  -0.040
O -3.463 1.134 -0.115  -0.003
O -2.419 2.290 -2.175  0.006
O -1.603 -0.656 0.721  -0.026

***

Q: Among the records above, which one has the lowest energy relative to the best compared isomer or geometry (same formula, charge and spin)?
A: C49H42CoNOP2

***

Q: Which of these has the lowest total charge?
A: C49H44AsF3N6O5PS2V